# 1
The following is a quantum chemistry calculation of a molecular structure, C32H30AsN3O3W, from OMol25.

```
! RIJCOSX wB97M-V def2-TZVPD def2/J DEFGRID3
* xyz 4 3
N 0.320 0.777 -2.593
C 0.590 -0.046 -3.371
C 0.795 -1.102 -4.302
H 1.854 -1.409 -4.275
H 0.540 -0.755 -5.320
H 0.162 -1.968 -4.042
N -1.898 3.212 -1.327
C -2.845 3.894 -1.399
C -4.212 4.212 -1.075
H -4.707 4.516 -2.002
H -4.209 5.051 -0.372
H -4.710 3.337 -0.639
N 1.303 2.406 -0.057
C 2.161 2.596 0.695
C 3.119 2.834 1.726
H 2.636 2.744 2.716
H 3.544 3.848 1.619
H 3.933 2.092 1.650
W -0.422 2.019 -1.127
C -0.996 1.936 0.936
O -1.170 1.986 2.080
C -1.869 0.477 -1.319
O -2.613 -0.387 -1.569
C 0.438 3.124 -3.907
C 1.714 2.912 -3.384
C 2.137 3.626 -2.279
C 1.289 4.559 -1.681
C 0.018 4.758 -2.184
C -0.412 4.035 -3.309
H 0.111 2.589 -4.814
H 2.409 2.212 -3.873
H 3.164 3.484 -1.907
H 1.636 5.160 -0.825
H -0.648 5.487 -1.705
H -1.416 4.192 -3.721
O 0.796 -0.388 0.013
As 0.230 -1.698 0.908
C 1.329 -1.751 2.497
C 2.362 -0.814 2.632
C 3.138 -0.818 3.794
C 2.892 -1.759 4.795
C 1.856 -2.690 4.661
C 1.052 -2.673 3.509
C -1.559 -1.486 1.638
C -1.716 -0.866 2.875
C -2.968 -0.875 3.499
C -4.053 -1.496 2.870
C -3.887 -2.109 1.622
C -2.628 -2.118 1.013
C 0.405 -3.248 -0.222
C 1.299 -4.247 0.175
C 1.381 -5.429 -0.577
C 0.588 -5.581 -1.716
C -0.264 -4.560 -2.136
C -0.353 -3.373 -1.392
H 2.533 -0.100 1.828
H 3.935 -0.082 3.906
H 3.511 -1.773 5.698
H 1.655 -3.429 5.438
H 0.216 -3.371 3.406
H -0.859 -0.415 3.379
H -3.085 -0.414 4.481
H -5.033 -1.513 3.361
H -4.728 -2.600 1.129
H -2.479 -2.646 0.070
H 1.907 -4.103 1.070
H 2.053 -6.222 -0.248
H 0.628 -6.520 -2.281
H -0.883 -4.674 -3.028
H -1.015 -2.564 -1.710
*
```

## Properties
- energy (a.u.) = -3928.5531
- ΔE to the lowest compared entry with this formula, charge and spin (kcal/mol) = 0.0
- orbital gap (spin up / spin down) (eV) = 4.17 / 3.56
- <S²> = 2.05

# 2
The following is a quantum chemistry calculation of a molecular structure, C32H30Br3N6O2W, from OMol25.

```
! RIJCOSX wB97M-V def2-TZVPD def2/J DEFGRID3
* xyz 3 3
W -0.224 -0.064 -0.013
Br -2.550 -6.663 2.536
C -2.279 -4.963 1.829
C -3.354 -4.043 1.791
C -3.192 -2.773 1.294
C -1.943 -2.358 0.851
O -1.812 -1.096 0.425
C -0.878 -3.288 0.807
C 0.190 -3.055 -0.059
N 0.470 -1.883 -0.611
C 1.019 -1.850 -1.945
C 1.992 -2.656 -2.448
C 2.324 -2.582 -3.821
C 1.627 -1.756 -4.655
C 0.597 -0.928 -4.139
C -0.265 -0.157 -4.950
C -1.304 0.519 -4.374
C -1.427 0.532 -2.982
N -0.595 -0.110 -2.173
C 0.353 -0.929 -2.766
C -1.075 -4.607 1.309
H -4.325 -4.355 2.158
H -4.017 -2.072 1.268
H 0.738 -3.920 -0.429
H 2.499 -3.377 -1.814
H 3.103 -3.222 -4.211
H 1.833 -1.742 -5.719
H -0.117 -0.139 -6.024
H -2.019 1.073 -4.967
H -2.213 1.111 -2.527
H -0.267 -5.329 1.253
O 5.515 2.466 -1.851
C 4.366 1.892 -1.563
C 4.212 0.563 -1.163
C 2.957 0.126 -0.854
N 1.820 0.867 -0.887
C 1.998 2.105 -1.421
Br 0.531 3.167 -1.940
C 3.212 2.657 -1.728
H 6.274 1.871 -1.762
H 5.048 -0.124 -1.116
H 2.840 -0.920 -0.628
H 3.281 3.654 -2.138
Br -1.608 -1.382 3.806
C 0.096 -0.677 3.459
C 0.861 -0.451 4.590
C 2.224 -0.261 4.463
C 2.783 -0.379 3.200
C 1.938 -0.563 2.136
N 0.589 -0.635 2.203
H 0.384 -0.487 5.560
H 2.838 -0.083 5.338
H 3.852 -0.327 3.040
H 2.342 -0.654 1.157
C -2.316 2.088 -0.284
C -2.958 3.460 0.062
N -2.537 3.859 1.397
C -3.033 2.874 2.359
C -2.521 1.437 2.012
N -1.547 1.550 0.888
C -0.483 2.501 1.331
C -1.086 3.936 1.460
H -1.612 2.214 -1.097
H -3.057 1.334 -0.545
H -4.043 3.393 0.034
H -2.649 4.215 -0.659
H -4.120 2.895 2.363
H -2.695 3.158 3.354
H -3.312 0.759 1.700
H -2.009 1.006 2.855
H 0.339 2.489 0.609
H -0.105 2.148 2.289
H -0.720 4.582 0.664
H -0.776 4.361 2.413
*
```

## Properties
- energy (a.u.) = -9504.6585
- ΔE to the lowest compared entry with this formula, charge and spin (kcal/mol) = 48.4
- orbital gap (spin up / spin down) (eV) = 5.72 / 6.39
- <S²> = 2.03

# 3
The following is a quantum chemistry calculation of a molecular structure, C32H30FMnN5O6P2, from OMol25.

```
! RIJCOSX wB97M-V def2-TZVPD def2/J DEFGRID3
* xyz 2 4
Mn -0.522 -0.343 -0.092
N -1.419 -0.757 2.009
N -2.734 -0.289 1.850
C -3.154 0.214 0.626
O -4.276 0.576 0.425
O -2.168 0.213 -0.270
H -1.409 -1.750 2.224
H -0.970 -0.273 2.778
H -3.406 -0.397 2.591
C 2.724 2.303 -2.348
N 1.645 1.356 -1.983
P 1.553 -0.119 -2.691
C -0.158 -0.625 -2.763
C -1.130 0.319 -3.123
C -2.432 -0.091 -3.335
C -2.769 -1.435 -3.215
C -1.809 -2.375 -2.860
C -0.498 -1.981 -2.644
C 2.448 -0.326 -4.210
C 1.763 -0.784 -5.335
C 2.484 -1.124 -6.468
C 3.867 -1.010 -6.473
C 4.544 -0.534 -5.353
C 3.841 -0.196 -4.213
P 0.611 1.676 -0.581
C -0.290 3.162 -1.046
C -0.319 3.723 -2.319
C -1.109 4.837 -2.560
C -1.884 5.375 -1.543
C -1.869 4.808 -0.275
C -1.076 3.702 -0.024
C 1.799 2.216 0.680
C 2.221 1.298 1.645
C 3.155 1.664 2.601
C 3.665 2.955 2.608
C 3.228 3.881 1.670
C 2.293 3.520 0.714
H 2.950 2.223 -3.410
H 3.631 2.122 -1.769
H 2.388 3.315 -2.141
H -0.867 1.365 -3.217
H -3.189 0.637 -3.592
H -3.785 -1.752 -3.403
H -2.079 -3.417 -2.763
H 0.259 -2.725 -2.419
H 0.684 -0.870 -5.330
H 1.969 -1.486 -7.348
H 4.426 -1.294 -7.354
H 5.620 -0.433 -5.371
H 4.367 0.159 -3.335
H 0.274 3.308 -3.126
H -1.123 5.285 -3.545
H -2.507 6.238 -1.737
H -2.479 5.224 0.514
H -1.058 3.250 0.962
H 1.797 0.301 1.668
H 3.474 0.950 3.349
H 4.389 3.246 3.357
H 3.609 4.893 1.690
H 1.937 4.262 0.009
F 1.918 -6.624 -2.491
C 1.777 -5.914 -1.383
C 2.448 -4.771 -1.223
N 2.310 -4.002 -0.075
C 2.958 -2.705 0.031
C 2.037 -1.669 -0.557
O 2.374 -1.230 -1.780
O 0.999 -1.322 -0.033
C 1.377 -4.329 0.915
O 1.122 -3.564 1.824
N 0.806 -5.559 0.759
C 0.879 -6.436 -0.346
O 0.266 -7.461 -0.371
H 3.135 -4.415 -1.979
H 3.907 -2.716 -0.498
H 3.108 -2.489 1.087
H 0.217 -5.876 1.518
*
```

## Properties
- energy (a.u.) = -3895.7882
- ΔE to the lowest compared entry with this formula, charge and spin (kcal/mol) = 10.6
- orbital gap (spin up / spin down) (eV) = 8.23 / 7.14
- <S²> = 3.81

# 4
The following is a quantum chemistry calculation of a molecular structure, C32H30Li4N6O5, from OMol25.

```
! RIJCOSX wB97M-V def2-TZVPD def2/J DEFGRID3
* xyz 2 1
Li -2.194 3.823 -0.669
Li -0.694 1.037 1.499
Li -3.069 -1.433 -0.989
Li -1.816 1.779 -3.094
C -2.029 0.853 -0.545
O -1.385 1.880 -0.239
O -1.919 -0.128 0.158
O -2.725 0.757 -1.544
C 3.211 5.269 -1.114
C 2.048 4.527 -1.241
C 1.522 3.785 -0.160
C 2.252 3.743 0.979
C 3.443 4.516 1.140
C 3.936 5.243 0.079
N 1.764 2.952 2.157
O 2.578 2.676 3.095
O 0.556 2.710 2.296
H 3.461 5.866 -1.979
H 1.523 4.506 -2.185
H 0.546 3.372 -0.371
H 3.874 4.720 2.109
H 4.815 5.852 0.227
N 0.649 -0.372 1.772
C 1.107 -0.528 3.073
C 2.058 -1.504 3.446
C 2.742 -2.206 2.432
C 2.307 -2.103 1.112
C 1.262 -1.174 0.793
H 0.615 0.103 3.798
H 2.472 -1.524 4.444
H 3.477 -2.955 2.687
H 2.689 -2.775 0.358
H 0.766 -1.112 -0.164
N 0.208 1.611 -3.532
C 0.755 2.017 -4.775
C 2.025 1.658 -5.234
C 2.796 0.796 -4.495
C 2.357 0.383 -3.279
C 1.090 0.812 -2.817
H 0.198 2.679 -5.423
H 2.306 2.070 -6.191
H 3.736 0.497 -4.937
H 2.957 -0.286 -2.680
H 0.729 0.601 -1.822
N -1.616 -2.104 -2.366
C -1.697 -1.686 -3.670
C -0.796 -1.794 -4.704
C 0.262 -2.670 -4.326
C 0.465 -3.126 -3.040
C -0.498 -2.814 -2.067
H -2.594 -1.112 -3.850
H -0.915 -1.276 -5.645
H 1.019 -2.869 -5.070
H 1.331 -3.750 -2.875
H -0.401 -3.122 -1.036
N -1.893 1.181 3.211
C -2.803 0.162 3.312
C -3.526 -0.101 4.429
C -3.427 0.797 5.503
C -2.489 1.797 5.487
C -1.699 1.921 4.342
H -2.980 -0.339 2.371
H -4.127 -0.990 4.309
H -3.892 0.588 6.455
H -2.371 2.415 6.364
H -0.987 2.724 4.463
N -2.684 -3.108 0.230
C -1.845 -3.017 1.279
C -1.267 -4.162 1.820
C -1.601 -5.426 1.375
C -2.574 -5.516 0.370
C -3.111 -4.338 -0.146
H -1.682 -2.015 1.647
H -0.587 -4.041 2.651
H -1.353 -6.345 1.885
H -2.848 -6.520 0.084
H -3.812 -4.337 -0.967
*
```

## Properties
- energy (a.u.) = -1971.9512
- ΔE to the lowest compared entry with this formula, charge and spin (kcal/mol) = 0.0
- orbital gap (eV) = 7.67